# C22H17BBr2F3O12

A cluster of 2 separate species, C22H17BBr2F3O12 in total (ωB97M-V with the def2-TZVPD basis set, the OMol25 dataset).

Cartesian coordinates (Å):
1 C 4.240 0.671 2.519
2 O 4.714 1.066 1.253
3 C 3.685 1.569 0.410
4 C 3.331 3.021 0.731
5 C 1.966 3.445 0.183
6 C 0.837 2.555 0.650
7 C -0.020 1.983 -0.281
8 C -1.050 1.144 0.125
9 O -1.847 0.501 -0.778
10 C -1.215 0.882 1.484
11 C -0.351 1.453 2.416
12 C 0.665 2.298 2.004
13 C -0.535 1.103 3.855
14 O -0.277 1.869 4.759
15 C -1.057 -0.272 4.095
16 C -1.882 -0.828 3.208
17 C -2.458 -2.210 3.356
18 C -2.629 -2.997 2.050
19 C -1.307 -3.348 1.368
20 F -0.456 -2.283 1.354
21 Br -1.696 -3.827 -0.483
22 C -0.550 -4.489 2.102
23 F -1.416 -5.427 2.515
24 F 0.024 -3.955 3.201
25 Br 0.874 -5.370 1.097
26 C -2.271 -0.019 2.000
27 O -3.390 -0.101 1.539
28 H 3.368 0.014 2.426
29 H 5.044 0.122 3.008
30 H 3.985 1.528 3.153
31 H 2.810 0.918 0.483
32 H 4.087 1.523 -0.602
33 H 3.359 3.194 1.809
34 H 4.106 3.658 0.299
35 H 1.970 3.457 -0.908
36 H 1.751 4.464 0.516
37 H 0.106 2.180 -1.337
38 H -2.657 0.998 -0.932
39 H 1.315 2.729 2.756
40 H -0.733 -0.793 4.988
41 H -3.455 -2.117 3.799
42 H -1.866 -2.776 4.075
43 H -3.131 -3.936 2.279
44 H -3.269 -2.478 1.345
45 B -0.979 -0.090 -5.687
46 O -1.731 0.880 -4.856
47 C -0.964 1.300 -3.872
48 O -1.257 2.082 -3.010
49 C 0.404 0.606 -3.999
50 O 1.336 0.773 -3.263
51 O 0.356 -0.185 -5.054
52 O -1.653 -1.397 -5.735
53 C -1.933 -1.707 -6.994
54 O -2.479 -2.700 -7.375
55 C -1.427 -0.551 -7.883
56 O -1.512 -0.490 -9.074
57 O -0.884 0.359 -7.086

Cartesian forces, eV/Å:
0.184 0.010 -0.011
-0.040 -0.024 -0.048
0.268 0.203 0.163
0.018 0.030 -0.119
-0.128 -0.037 0.068
0.141 0.148 -0.177
0.071 -0.031 -0.017
-0.216 0.102 0.346
0.148 -0.144 -0.083
-0.086 -0.159 0.036
0.107 0.115 -0.015
-0.248 -0.095 0.306
-0.037 0.039 0.028
0.225 -0.176 -0.012
-0.002 0.024 -0.209
0.251 -0.192 -0.031
-0.376 0.147 0.087
0.188 -0.180 0.330
-0.272 -0.130 -0.473
0.006 0.010 -0.103
0.060 -0.036 0.260
0.452 -0.079 -0.105
0.029 -0.045 -0.062
-0.131 -0.100 0.041
-0.275 0.261 0.189
-0.063 0.121 0.089
0.041 -0.106 -0.052
-0.054 0.011 0.032
-0.006 -0.008 -0.009
-0.116 -0.006 -0.004
-0.053 -0.013 -0.090
-0.143 -0.161 -0.060
-0.015 -0.125 0.026
-0.014 0.075 0.086
0.049 -0.022 -0.012
0.071 0.051 -0.073
0.001 -0.124 0.015
-0.006 0.012 -0.048
0.026 0.053 -0.013
-0.110 0.117 0.119
-0.027 0.007 -0.095
0.044 0.072 0.003
-0.013 -0.025 -0.058
0.141 0.222 0.001
-0.002 -0.032 -0.033
0.084 -0.051 0.025
-0.123 0.066 0.042
-0.156 0.221 -0.288
0.182 -0.095 -0.049
0.010 0.025 0.019
-0.083 0.048 0.034
0.035 0.081 -0.068
-0.061 -0.144 0.149
-0.007 -0.010 -0.018
0.080 0.178 -0.098
-0.007 -0.012 -0.017
-0.040 -0.087 0.058

Computed properties:
total charge = -1
spin multiplicity = 1
LUMO energy = 1.1 eV

How positive or negative is each atom? The natural (NBO) charges in e answer that: -0.250, -0.539, -0.068, -0.419, -0.426, 0.003, -0.234, 0.337, -0.687, -0.142, -0.135, -0.156, 0.532, -0.526, -0.258, -0.010, -0.445, -0.476, 0.265, -0.336, 0.064, 0.599, -0.326, -0.328, 0.029, 0.530, -0.528, 0.169, 0.187, 0.158, 0.174, 0.196, 0.197, 0.209, 0.223, 0.217, 0.275, 0.500, 0.215, 0.222, 0.241, 0.227, 0.243, 0.267, 1.154, -0.643, 0.691, -0.588, 0.683, -0.573, -0.645, -0.654, 0.677, -0.556, 0.677, -0.556, -0.655

# C22H17BrN8OPtS4Sb

A structure of composition C22H17BrN8OPtS4Sb at a distorted geometry (ωB97M-V with the def2-TZVPD basis set, the OMol25 dataset).

Cartesian coordinates (Å):
1 Pt -1.392 1.598 -0.572
2 S -4.429 4.063 -0.524
3 Sb -2.288 4.852 0.003
4 S -1.821 2.742 1.354
5 S -1.666 3.535 -1.922
6 S 0.036 1.789 1.980
7 C 0.177 0.044 1.593
8 N 1.281 -0.618 1.802
9 N 2.360 -0.013 2.208
10 C 3.565 -0.704 2.377
11 C 4.699 0.024 2.728
12 C 5.908 -0.628 2.879
13 C 5.996 -1.999 2.686
14 C 4.859 -2.720 2.345
15 C 3.642 -2.082 2.190
16 N -0.880 -0.689 1.185
17 N -1.800 -0.067 0.596
18 C -3.052 -0.705 0.483
19 C -3.307 -1.895 1.175
20 C -4.524 -2.532 1.030
21 C -5.500 -2.004 0.194
22 C -5.259 -0.811 -0.472
23 C -4.054 -0.151 -0.318
24 H 2.353 0.989 2.367
25 H 4.633 1.096 2.858
26 H 6.792 -0.063 3.143
27 H 6.945 -2.508 2.794
28 H 4.921 -3.790 2.196
29 H 2.747 -2.629 1.926
30 H -2.535 -2.299 1.815
31 H -4.718 -3.443 1.580
32 H -6.449 -2.511 0.080
33 H -6.021 -0.379 -1.108
34 H -3.898 0.807 -0.798
35 Br -3.322 -3.021 -4.979
36 C -2.498 -1.708 -3.909
37 C -1.682 -2.081 -2.856
38 C -1.157 -1.086 -2.055
39 N -1.416 0.211 -2.243
40 C -2.138 0.558 -3.313
41 C -2.694 -0.366 -4.178
42 H -1.477 -3.120 -2.643
43 H -0.506 -1.345 -1.231
44 H -2.286 1.617 -3.472
45 H -3.288 -0.040 -5.019
46 N 3.101 0.982 -1.251
47 C 2.053 1.842 -1.087
48 O 0.952 1.595 -1.615
49 C 2.288 3.018 -0.294
50 C 1.263 3.959 -0.138
51 N 0.393 4.708 0.016
52 C 3.524 3.224 0.344
53 N 4.561 3.341 0.846
54 H 2.990 0.212 -1.884
55 H 4.015 1.200 -0.892

Cartesian forces, eV/Å:
-1.990 0.041 -0.707
0.537 -0.217 0.092
0.156 0.878 -0.638
0.362 -1.745 0.392
-0.140 -0.244 0.330
0.434 1.088 0.830
0.593 0.511 -0.294
-0.566 0.234 0.047
-0.324 0.346 0.035
0.372 -0.312 0.001
-0.190 0.037 -0.059
0.091 -0.120 0.010
0.002 -0.053 -0.012
0.060 0.032 0.018
-0.204 0.144 -0.014
-0.905 -0.853 0.149
0.809 0.417 -0.002
-0.652 -0.799 -0.199
0.253 0.159 -0.047
-0.038 -0.068 0.017
0.030 0.072 -0.031
-0.110 -0.098 0.047
0.301 0.144 0.094
0.137 0.043 -0.142
0.013 0.112 -0.032
-0.017 0.044 -0.003
0.007 0.023 0.022
-0.008 0.000 0.001
0.044 -0.029 -0.011
-0.065 -0.032 0.027
0.022 -0.012 -0.020
-0.003 0.005 0.001
-0.001 0.019 0.019
0.064 0.010 -0.022
0.047 0.042 0.023
0.033 -0.015 -0.072
-0.016 0.005 -0.035
0.186 -0.072 -0.041
-0.273 0.349 0.009
0.014 -0.051 -0.087
0.017 -0.055 0.029
0.032 0.010 0.009
-0.041 0.059 0.053
-0.082 0.009 0.060
-0.002 0.025 0.012
0.000 -0.001 0.216
-0.168 0.145 -0.217
0.654 -0.191 -0.013
0.055 0.044 -0.079
0.017 -0.089 0.133
0.391 0.012 0.062
0.156 0.103 0.028
-0.050 -0.128 0.080
-0.054 0.006 -0.012
0.012 0.014 -0.058

Computed properties:
total charge = 0
spin multiplicity = 2
expectation value of S² = 0.764
LUMO energy (alpha / beta) = -1.9 / -2.1 eV

How positive or negative is each atom? The natural (NBO) charges in e answer that: 0.688, -0.538, 1.117, -0.182, -0.479, 0.074, 0.094, -0.141, -0.351, 0.210, -0.258, -0.187, -0.225, -0.190, -0.267, -0.132, -0.253, 0.154, -0.216, -0.210, -0.188, -0.197, -0.227, 0.400, 0.236, 0.223, 0.217, 0.216, 0.234, 0.236, 0.221, 0.220, 0.223, 0.248, 0.106, -0.032, -0.271, 0.068, -0.466, 0.085, -0.279, 0.244, 0.223, 0.237, 0.246, -0.833, 0.678, -0.749, -0.612, 0.445, -0.547, 0.298, -0.419, 0.401, 0.407

For each record above, in turn, the calculated electronic energy values are -7224.24040; -5888.11698 Ha.
For each record above, in turn, the calculated molar mass values are 700.980; 934.443 g mol⁻¹.